C5H10O2 | the ωB97M-V functional and the def2-TZVPD basis

Results
Energy ... -9438.9082 eV
HOMO-LUMO gap ... 0.3403 Ha
Energy relative to the best compared isomer or geometry (same formula, charge and spin) ... 95.35 kcal/mol

Structure (XYZ):
```
17
Properties=species:S:1:pos:R:3:mulliken_charge:R:1
O 1.869 -0.500 1.408 -0.524
C 1.825 -0.361 0.010 -0.462
C 0.515 -0.875 -0.515 -0.500
C -0.669 -0.201 0.033 -0.246
C -2.114 -0.121 -0.357 -0.217
O -2.405 0.349 1.002 -0.431
C -1.056 0.228 1.239 -0.040
H 2.686 -0.084 1.707 0.305
H 2.669 -0.898 -0.435 0.345
H 1.932 0.691 -0.263 0.303
H 0.458 -1.945 -0.298 0.335
H 0.491 -0.784 -1.601 0.289
H -0.215 1.947 -1.043 -0.234
H -2.633 -1.062 -0.553 0.265
H -2.411 0.634 -1.089 0.183
H -0.302 2.594 -1.469 0.210
H -0.640 0.389 2.224 0.419
```